Model P:
This record from the OMol25 dataset describes a cluster of 2 separate species, C9H14 in total. The level of theory is ωB97M-V with the def2-TZVPD basis set.

Last column: Löwdin spin population.
Positions of all 23 atoms, in Å:
C (1.8999, -2.9095, 0.8307)  0.0044
C (2.7541, -2.7401, -0.4650)  0.0031
H (1.8645, -3.8571, 1.1778)  0.0000
H (2.1261, -2.3837, 1.8408)  0.0027
H (0.8545, -2.5895, 0.6165)  0.0027
H (3.4486, -3.5190, -0.7034)  0.0000
H (3.4294, -1.7908, -0.3224)  0.0021
H (2.1380, -2.5212, -1.3087)  0.0015
C (-2.6321, -0.2025, -1.1963)  0.0122
C (0.9615, 1.0649, -0.1493)  0.2626
C (-0.1100, 0.4642, -0.9084)  0.1789
C (0.5116, 1.8908, 0.9423)  0.0482
C (-1.4599, 0.5701, -0.5520)  0.0508
C (-0.8223, 2.0853, 1.2023)  0.1477
C (-1.8646, 1.3969, 0.4806)  0.1999
H (1.9956, 0.9659, -0.3509)  0.0308
H (0.1759, 0.0075, -1.8369)  0.0145
H (1.3228, 2.4658, 1.5443)  -0.0012
H (-1.0842, 2.9091, 1.9269)  0.0111
H (-3.6664, 0.2603, -1.0978)  0.0036
H (-2.7056, -1.3267, -1.0486)  0.0021
H (-2.8220, 1.6562, 0.7984)  0.0215
H (-2.5061, 0.0012, -2.3450)  0.0008

Results
Frontier orbital gap (alpha / beta) = 2.870 / 7.058 eV
Multiplicity = 2
LUMO energy (alpha / beta) = 3.776 / 3.739 eV
⟨S²⟩ = 0.761
Total charge = -1

=====

Model Q:
This record from the OMol25 dataset describes a cluster of 2 separate species, C9H14 in total. The level of theory is ωB97M-V with the def2-TZVPD basis set.

Last column: Löwdin spin population.
Positions of all 23 atoms, in Å:
C (3.3238, 0.1081, -0.9870)  0.0079
C (-0.9873, 0.9294, -0.9613)  0.0431
C (-0.1130, 1.7201, -0.2098)  0.2228
C (-0.4575, -0.1828, -1.5810)  0.1864
C (1.3090, 1.4166, -0.3071)  0.1751
C (0.9376, -0.4724, -1.7712)  0.2203
C (1.8089, 0.3352, -1.0337)  0.0507
H (-2.0513, 1.1247, -0.8999)  -0.0020
H (-0.3544, 2.6118, 0.3596)  0.0239
H (-1.1047, -1.0264, -1.8481)  0.0140
H (2.0116, 2.1389, 0.1144)  0.0144
H (1.3463, -1.2946, -2.3377)  0.0265
H (3.8155, 0.6824, -1.7737)  0.0023
H (3.4909, -0.9303, -1.2707)  0.0019
H (3.7842, 0.3373, -0.0230)  0.0020
C (-2.6317, -0.9094, 1.2512)  0.0044
C (-1.5499, -1.0174, 2.3536)  0.0023
H (-3.6061, -1.2894, 1.5946)  0.0001
H (-2.8061, 0.1546, 1.1665)  0.0007
H (-2.2914, -1.4085, 0.3461)  0.0019
H (-1.7571, -0.2336, 3.0828)  0.0008
H (-0.5926, -0.8095, 1.8813)  0.0005
H (-1.5246, -1.9848, 2.8539)  0.0000

Results
Frontier orbital gap (alpha / beta) = 3.092 / 7.120 eV
Multiplicity = 2
LUMO energy (alpha / beta) = 3.987 / 3.964 eV
⟨S²⟩ = 0.762
Total charge = -1

=====

Result of the stability comparison: model P is the least stable of them.

=====

Model P:
This record from the OMol25 dataset describes a cluster of 2 separate species, C9H14 in total. The level of theory is ωB97M-V with the def2-TZVPD basis set.

Last column: Löwdin spin population.
Positions of all 23 atoms, in Å:
C (3.2410, -1.0148, -0.0558)  0.0755
C (-0.2941, 1.0631, -1.2313)  0.1761
C (0.4522, 1.5640, -0.1412)  0.0895
C (0.2678, 0.1569, -2.1482)  0.0964
C (1.5717, 0.8538, 0.2433)  0.0831
C (1.4025, -0.5234, -1.7530)  0.1197
C (1.9891, -0.2872, -0.4852)  0.1748
H (-1.2264, 1.5365, -1.5158)  0.0134
H (0.1361, 2.4712, 0.3565)  0.0157
H (-0.1541, -0.0664, -3.1205)  0.0132
H (2.0414, 1.0423, 1.1970)  0.0148
H (1.8709, -1.3159, -2.3156)  0.0186
H (3.1436, -1.2245, 1.0068)  0.0040
H (4.1358, -0.3839, -0.2188)  0.0330
H (3.4259, -1.9013, -0.6547)  0.0039
C (-3.3431, -0.7186, 1.2944)  0.0216
C (-2.1524, 0.2098, 1.3684)  0.0232
H (-3.1553, -1.7342, 1.6592)  0.0032
H (-4.1579, -0.3815, 1.9414)  0.0018
H (-3.6987, -0.8437, 0.2702)  0.0057
H (-2.4968, 1.1937, 1.0538)  0.0031
H (-1.2318, -0.0213, 0.8561)  0.0051
H (-1.7674, 0.3255, 2.3931)  0.0046

Results
Frontier orbital gap (alpha / beta) = 2.894 / 7.581 eV
Multiplicity = 2
LUMO energy (alpha / beta) = 3.932 / 3.734 eV
⟨S²⟩ = 0.757
Total charge = -1

=====

Model Q:
This record from the OMol25 dataset describes a cluster of 2 separate species, C9H14 in total. The level of theory is ωB97M-V with the def2-TZVPD basis set.

Last column: Löwdin spin population.
Positions of all 23 atoms, in Å:
C (0.4519, -2.6197, -0.8028)  0.0265
C (-2.2011, 0.6957, -0.0674)  0.0987
C (-1.7849, 0.4082, -1.4076)  0.2535
C (-1.7075, -0.0405, 0.9835)  0.0817
C (-0.9026, -0.6818, -1.6157)  0.0683
C (-0.8323, -1.1416, 0.7820)  0.2527
C (-0.4964, -1.4840, -0.5794)  0.1099
H (-2.7405, 1.6167, 0.1254)  0.0040
H (-2.2374, 0.9551, -2.2260)  0.0289
H (-2.0715, 0.1532, 1.9863)  0.0021
H (-0.5152, -0.8827, -2.6086)  -0.0006
H (-0.3736, -1.6527, 1.6213)  0.0357
H (1.3095, -2.6418, -0.1295)  0.0080
H (0.8366, -2.7189, -1.8242)  0.0003
H (-0.0744, -3.5708, -0.6142)  0.0102
C (1.3639, 2.3239, 0.4703)  0.0029
C (2.0245, 1.1354, 1.1725)  0.0067
H (2.0319, 3.1398, 0.2168)  0.0003
H (0.9616, 1.9573, -0.4734)  0.0021
H (0.4860, 2.6743, 1.0141)  0.0014
H (1.1950, 0.5285, 1.5376)  0.0049
H (2.7257, 1.3393, 1.9818)  0.0005
H (2.5508, 0.5070, 0.4569)  0.0011

Results
Frontier orbital gap (alpha / beta) = 3.241 / 7.252 eV
Multiplicity = 2
LUMO energy (alpha / beta) = 4.075 / 4.010 eV
⟨S²⟩ = 0.761
Total charge = -1

=====

Model R:
This record from the OMol25 dataset describes a cluster of 2 separate species, C9H14 in total. The level of theory is ωB97M-V with the def2-TZVPD basis set.

Last column: Löwdin spin population.
Positions of all 23 atoms, in Å:
C (1.1708, -0.0127, -0.8697)  0.0573
C (2.0960, 1.7777, 2.3519)  0.1928
C (2.1725, 1.1514, 1.1218)  0.0550
C (0.7928, 1.8869, 2.9725)  0.1512
C (1.0573, 0.7219, 0.4164)  0.1562
C (-0.3308, 1.6523, 2.2202)  0.0603
C (-0.2119, 1.1391, 0.9160)  0.2050
H (2.9485, 2.0596, 2.9562)  0.0189
H (3.1432, 0.8592, 0.7601)  0.0035
H (0.8079, 2.2782, 3.9903)  0.0098
H (-1.3453, 1.8642, 2.5568)  0.0024
H (0.5508, -0.9011, -0.9175)  0.0039
H (2.2085, -0.3413, -0.9479)  0.0027
H (-1.1736, 0.9504, 0.4506)  0.0364
H (0.9421, 0.5594, -1.7918)  0.0273
C (-2.3176, -2.0348, -1.3995)  0.0019
C (-1.4493, -1.7743, -2.6304)  0.0075
H (-2.2063, -1.2448, -0.6533)  0.0012
H (-3.3039, -2.3247, -1.7308)  0.0001
H (-1.9087, -2.8805, -0.8375)  0.0001
H (-1.5179, -2.6848, -3.2511)  0.0003
H (-1.7167, -1.0090, -3.3439)  0.0045
H (-0.4084, -1.6923, -2.3395)  0.0014

Results
Frontier orbital gap (alpha / beta) = 2.584 / 7.029 eV
Multiplicity = 2
LUMO energy (alpha / beta) = 3.577 / 3.525 eV
⟨S²⟩ = 0.759
Total charge = -1

=====

Model S:
This record from the OMol25 dataset describes a cluster of 2 separate species, C9H14 in total. The level of theory is ωB97M-V with the def2-TZVPD basis set.

Last column: Löwdin spin population.
Positions of all 23 atoms, in Å:
C (-3.4637, 1.3333, 0.6174)  0.0271
C (0.5200, 0.1412, -0.7754)  0.1587
C (-0.4107, 0.6809, -1.6857)  0.2441
C (0.1049, -0.1434, 0.5603)  0.0528
C (-1.6911, 1.0301, -1.2389)  0.0414
C (-1.1811, 0.2305, 0.9852)  0.2210
C (-2.1372, 0.8262, 0.0895)  0.1567
H (1.5286, -0.2080, -1.1650)  0.0113
H (-0.1601, 0.4408, -2.7770)  0.0243
H (0.8498, -0.7632, 1.0671)  -0.0003
H (-2.2463, 1.5266, -2.0266)  -0.0020
H (-1.4928, -0.0739, 2.0074)  0.0276
H (-3.4027, 2.3364, 0.8555)  0.0114
H (-3.8453, 0.7989, 1.4680)  0.0035
H (-4.2375, 1.0528, -0.2379)  0.0021
C (3.2135, -2.2619, 0.8605)  0.0027
C (3.7387, -1.0332, 0.1893)  0.0064
H (3.9181, -2.9837, 1.2525)  0.0007
H (2.6659, -1.9750, 1.6525)  0.0006
H (2.4220, -2.7077, 0.2800)  0.0025
H (4.4730, -0.5675, 0.7990)  0.0011
H (2.9406, -0.3697, -0.0890)  0.0058
H (4.4271, -1.3291, -0.6989)  0.0008

Results
Frontier orbital gap (alpha / beta) = 2.689 / 7.015 eV
Multiplicity = 2
LUMO energy (alpha / beta) = 3.700 / 3.664 eV
⟨S²⟩ = 0.762
Total charge = -1

=====

Result of the stability comparison: model S is the least stable of them.

=====

Model P:
This record from the OMol25 dataset describes an isolated molecule of C6H13N. The level of theory is ωB97M-V with the def2-TZVPD basis set.

Last column: Löwdin charge in e.
Positions of all 20 atoms, in Å:
C (-1.4853, 1.9732, 2.1952)  -0.1126
C (0.0105, 1.8904, 1.8328)  -0.2602
C (0.1360, 1.3156, 0.3844)  -0.1102
C (0.1214, -0.0408, 0.3045)  -0.1991
N (-0.0046, -0.8060, -0.8455)  -0.0705
C (0.9543, -1.8276, -1.2056)  -0.2762
C (0.7625, -2.2823, -2.6357)  -0.1016
H (-1.8195, 3.0121, 2.1736)  0.0641
H (-2.0879, 1.2738, 1.6273)  0.0668
H (-1.6444, 1.6790, 3.2394)  0.0638
H (0.4745, 1.1533, 2.5039)  0.0865
H (0.7149, 2.7220, 1.8752)  0.0927
H (-0.3048, 1.8799, -0.4384)  0.0980
H (0.1511, -0.5139, 1.2878)  0.1149
H (-0.4835, -0.2345, -1.5190)  0.1106
H (1.9610, -1.4391, -1.0241)  0.1108
H (0.7803, -2.7286, -0.6012)  0.1113
H (-0.0896, -2.9494, -2.7635)  0.0682
H (1.6247, -2.6060, -3.1998)  0.0676
H (0.2283, -1.4710, -3.1911)  0.0749

Results
SMILES = CC/C=C/NCC
Frontier orbital gap = 9.093 eV
LUMO energy = 1.211 eV

=====

Model Q:
This record from the OMol25 dataset describes a structure of composition C6H13N. The level of theory is ωB97M-V with the def2-TZVPD basis set.

Last column: Löwdin charge in e.
Positions of all 20 atoms, in Å:
C (0.7510, 1.4534, 1.4305)  -0.0998
C (0.9765, 0.8813, 0.0695)  -0.2848
C (0.4620, -1.1492, -0.2068)  -0.3639
C (1.8916, 1.2384, -0.8183)  0.0121
N (1.1607, -1.8134, -1.0625)  0.0215
H (1.8534, -2.3987, -0.6038)  0.0385
H (0.4070, -1.2985, 0.8745)  0.1220
H (1.1477, 0.7789, 2.1968)  0.0780
H (-0.3137, 1.5795, 1.6439)  0.0657
H (1.2408, 2.4232, 1.5555)  0.0763
H (1.9661, 0.6796, -1.7487)  0.0608
H (2.5901, 2.0517, -0.6450)  0.0631
C (-2.3243, -0.3598, 0.1261)  -0.1250
C (-1.2676, -0.9725, -0.7744)  -0.1866
H (-2.2203, -0.7043, 1.1579)  0.0745
H (-3.3221, -0.6434, -0.2219)  0.0743
H (-2.2745, 0.7317, 0.1186)  0.0670
H (-1.2156, -0.5455, -1.7766)  0.1016
H (-1.4245, -2.0407, -0.9015)  0.0911
H (-0.0843, 0.1082, -0.4137)  0.1134

Results
Frontier orbital gap = 8.824 eV
LUMO energy = 0.861 eV

=====

Result of the stability comparison: model Q is the least stable of them.

=====

Model P:
This record from the OMol25 dataset describes an isolated molecule of C6H13N. The level of theory is ωB97M-V with the def2-TZVPD basis set.

Last column: Löwdin charge in e.
Positions of all 20 atoms, in Å:
C (-1.0430, 2.1507, 0.5873)  -0.0773
C (-0.7387, 0.5889, 0.6345)  -0.0753
N (-0.8239, -0.6974, -0.5605)  -0.0212
C (-0.9173, -2.1656, -0.2624)  -0.1108
C (0.3923, -0.0774, -0.1478)  -0.6196
C (1.4922, -0.8361, 0.5814)  -0.0397
C (0.8385, 0.8746, -1.2389)  -0.0501
H (-1.8689, 2.4816, -0.0526)  0.0681
H (-1.3019, 2.5346, 1.5955)  0.0697
H (-0.1698, 2.7646, 0.3072)  0.0626
H (-1.1995, 0.1984, 1.5288)  0.1032
H (-0.4962, -2.7331, -1.1210)  0.0874
H (-0.3650, -2.5564, 0.6076)  0.0582
H (-1.9517, -2.5053, -0.1830)  0.0659
H (2.1926, -0.0943, 0.9692)  0.0808
H (1.0877, -1.3918, 1.4304)  0.0676
H (2.0650, -1.5449, -0.0362)  0.0880
H (-0.0581, 1.4064, -1.5662)  0.0752
H (1.2551, 0.3830, -2.1226)  0.0862
H (1.5604, 1.5839, -0.8296)  0.0809

Results
SMILES = C[C@H]1N(C)C1(C)C
Frontier orbital gap = 9.272 eV
LUMO energy = 1.034 eV

=====

Model Q:
This record from the OMol25 dataset describes an isolated molecule of C6H13N. The level of theory is ωB97M-V with the def2-TZVPD basis set.

Last column: Löwdin charge in e.
Positions of all 20 atoms, in Å:
C (2.0420, -0.1882, -1.3189)  -0.1258
N (0.8813, -1.0929, -1.5413)  -0.0006
C (-0.1786, -1.0090, 0.7281)  -0.1861
C (-0.0473, 0.3287, 1.6922)  -0.2241
C (-1.2164, 1.2269, 1.4186)  -0.1161
C (-0.3368, -0.7971, -0.7399)  -0.5211
C (-0.9651, 0.4605, -1.2618)  0.0600
H (2.5417, -0.0615, -0.3240)  0.0773
H (2.7845, -0.6530, -2.0308)  0.0876
H (1.2940, 0.5635, -1.6103)  0.0613
H (0.5877, -1.7371, 1.0283)  0.1083
H (-1.0698, -1.5601, 1.0564)  0.1024
H (0.0125, -0.3206, 2.5845)  0.1020
H (0.9106, 0.6543, 1.2042)  0.0982
H (-0.8575, 2.2431, 1.3530)  0.0575
H (-1.9052, 1.1135, 2.2493)  0.0848
H (-0.9164, -1.6279, -1.1505)  0.1362
H (-1.0741, 1.2344, 0.2188)  0.0689
H (-0.4360, 0.8568, -2.1275)  0.0500
H (-2.0509, 0.3654, -1.4283)  0.0792

Results
Frontier orbital gap = 5.835 eV
LUMO energy = -1.376 eV

=====

Result of the stability comparison: model Q is the least stable of them.